[1]
14
Properties=species:S:1:pos:R:3 method="wB97M-V/def2-TZVPD" lumo_energy_ev=0.534 homo_lumo_gap_ha=0.343 relative_energy_kcal_mol=114.0 charge=0 spin_multiplicity=1 molar_mass_da=101.11
C -1.95047 0.78313 0.53369
C -1.11065 1.37602 -0.55326
C 1.58309 -0.67048 -0.03810
H -2.30024 -0.34233 0.47574
H -1.48701 0.67386 1.37224
H -2.75605 1.40000 1.00735
H -1.63641 2.03458 -1.29654
H 0.34890 -1.94186 0.59195
H 2.02564 -2.76048 -0.07546
H 2.54149 0.65294 -1.04445
N 0.15163 1.01386 -0.84242
N 1.44318 -1.86162 0.43560
N 2.73961 -0.31236 -0.59039
O 0.40730 -0.04524 0.02405

---

[2]
118
Properties=species:S:1:pos:R:3 method="wB97M-V/def2-TZVPD" lumo_energy_ev=-7.785 homo_lumo_gap_ha=0.255 relative_energy_kcal_mol=0.0 charge=+3 spin_multiplicity=1 molar_mass_da=1008.02
Hf 0.52150 0.47009 0.02986
C 3.04949 -1.00343 1.52157
N 1.76910 -0.34123 1.88768
C 0.89988 -1.33322 2.56670
C 0.52400 -2.40227 1.57348
C 0.27304 -3.70125 1.97475
C 0.00745 -4.66102 1.00797
C 0.01615 -4.28460 -0.32535
C 0.25737 -2.96053 -0.64411
N 0.49824 -2.02145 0.28245
C 2.07865 0.79899 2.78486
C 0.84799 1.62229 3.00422
C 0.66331 2.38768 4.13867
C -0.50423 3.12548 4.26368
C -1.44318 3.06995 3.24510
C -1.17944 2.28622 2.14209
N -0.05690 1.55681 2.01413
C 3.64772 -0.35166 0.31658
C 5.01359 -0.34725 0.10016
C 5.50651 0.21668 -1.06427
C 4.60928 0.76550 -1.96859
C 3.26412 0.73516 -1.67519
N 2.76873 0.18282 -0.54881
H 3.73602 -0.98053 2.37110
H 2.85493 -2.05209 1.29458
H 1.42807 -1.77605 3.41678
H 0.01716 -0.82532 2.96211
H 0.31636 -3.96541 3.02287
H -0.17696 -5.68841 1.29209
H -0.15504 -5.00340 -1.11430
H 0.26241 -2.62536 -1.67176
H 2.48782 0.43518 3.73172
H 2.85625 1.39933 2.30232
H 1.41652 2.39394 4.91472
H -0.67912 3.73033 5.14341
H -2.36221 3.63672 3.29165
H -1.87281 2.25397 1.31928
H 5.67514 -0.77987 0.83836
H 6.57040 0.23812 -1.25856
H 4.94498 1.22611 -2.88624
H 2.54501 1.17309 -2.34884
C -5.46262 2.55429 -0.60971
C -4.21620 1.99747 0.07026
C -4.10417 0.49989 -0.18092
S -2.84596 -0.31156 0.80945
O -1.50063 0.11761 0.14292
C -3.10691 -2.02048 0.32552
C -3.17598 -2.29825 -1.17869
C -4.59126 -2.52353 -1.69738
H -5.52068 3.63308 -0.47734
H -6.36993 2.11993 -0.19032
H -5.45490 2.35060 -1.68148
H -4.26049 2.19236 1.14547
H -3.32965 2.49880 -0.32238
H -3.87562 0.26854 -1.22387
H -5.02844 -0.01599 0.09665
H -4.04113 -2.26837 0.84073
H -2.31579 -2.57155 0.83889
H -2.57310 -3.18524 -1.37229
H -2.68400 -1.48674 -1.72377
H -5.06832 -3.36157 -1.18902
H -4.57778 -2.75231 -2.76229
H -5.22616 -1.64815 -1.55940
Cl -2.53355 6.90171 1.52259
C -1.48940 5.69612 0.85911
C -1.94254 4.88042 -0.16659
C -1.10853 3.89152 -0.66854
C 0.17531 3.69467 -0.15958
C 1.03542 2.57409 -0.65426
C 0.61897 4.55711 0.84341
C -0.19860 5.55298 1.35088
H -2.93314 5.03658 -0.57339
H -1.46200 3.26653 -1.48359
H 2.08364 2.79069 -0.41874
H 0.98354 2.54308 -1.74993
H 1.63030 4.46132 1.22404
H 0.15682 6.22683 2.11888
C -3.05844 0.18243 -4.66521
C -1.84116 0.92424 -5.23594
C -2.10224 1.17745 -6.74251
C -1.77084 2.28669 -4.53149
Si -0.21677 -0.07388 -5.17631
Br -0.01470 -0.10973 -2.55577
C 1.39243 0.81481 -5.66259
C 2.65002 0.03634 -5.24408
C 1.41942 0.93334 -7.20705
C 1.47658 2.23864 -5.09173
C -0.28979 -1.95837 -5.46218
C -1.44611 -2.66294 -4.74076
C -0.50236 -2.14808 -6.98500
C 1.00752 -2.68376 -5.07305
H -3.89883 0.88076 -4.65765
H -2.90010 -0.16196 -3.64011
H -3.36454 -0.66309 -5.27343
H -3.04361 1.72321 -6.84476
H -2.20682 0.25642 -7.31730
H -1.33042 1.79170 -7.20502
H -2.76087 2.74475 -4.59488
H -1.07738 2.98148 -4.99354
H -1.51478 2.19444 -3.47526
H 2.82212 -0.83577 -5.86868
H 2.63573 -0.29056 -4.20404
H 3.51368 0.69126 -5.38443
H 1.44825 -0.03387 -7.70559
H 2.33249 1.46341 -7.48986
H 0.58466 1.50635 -7.60774
H 1.29638 2.28768 -4.01563
H 0.78552 2.92226 -5.57762
H 2.48041 2.62372 -5.28615
H -2.41902 -2.40183 -5.14447
H -1.45144 -2.47160 -3.66704
H -1.32524 -3.73888 -4.88862
H -1.43664 -1.71082 -7.33834
H -0.55532 -3.21966 -7.19329
H 0.31641 -1.75062 -7.58254
H 1.30952 -2.49375 -4.04124
H 1.84340 -2.43659 -5.72020
H 0.83699 -3.75740 -5.18084

---

[3]
19
Properties=species:S:1:pos:R:3 method="wB97M-V/def2-TZVPD" lumo_energy_ev=-0.280 smiles="CC[Si](=S)CC.S" homo_lumo_gap_ha=0.320 relative_energy_kcal_mol=58.0 charge=0 spin_multiplicity=1 molar_mass_da=152.36
C -0.57086 -2.75056 -0.47411
C -0.92313 2.21422 0.61531
C -1.03714 -1.38768 0.05743
C -1.03065 1.57928 -0.76464
Si -0.04596 -0.01995 -0.87003
S 1.85037 -0.23644 -1.52955
S 4.93105 0.60677 0.37988
H -1.02641 -3.00315 -1.51798
H 0.46536 -2.74542 -0.38144
H -0.91416 -3.57218 0.14923
H -1.07618 1.50030 1.48309
H 0.05250 2.54958 0.67623
H -1.65481 2.97544 0.72601
H -0.41807 -1.25388 0.95266
H -2.10803 -1.37459 0.09810
H -0.86184 2.26798 -1.62975
H -2.13310 1.40607 -0.84861
H 3.70856 0.28397 -0.33483
H 5.53048 1.13300 -0.77762

---

Number 1: DFT total energy -9738.0914 eV. Number 2: DFT total energy -156221.4741 eV. Number 3: DFT total energy -33890.1704 eV.